# 1
C32H61BeF3N4O8S5 as an isolated structure, computed with the ωB97M-V functional and the def2-TZVPD basis.

Output
- HOMO level: -8.119 eV

The geometry in XYZ format:
```
114
Properties=species:S:1:pos:R:3:forces:R:3
H 3.2794 3.2976 -2.6800 -0.12 0.49 -0.19
H -0.9201 6.2854 -2.4664 0.14 0.00 -0.22
H -3.0059 6.9139 -0.0122 -0.62 -0.67 0.18
O 3.8812 -1.1571 -1.7011 -0.53 -0.41 -0.10
H -4.5748 5.1939 2.7392 -0.01 -0.35 0.01
H 0.4330 -4.8777 0.9507 0.06 -0.23 0.14
H -2.8080 7.5167 -1.5795 0.22 -0.01 -0.42
H -0.1169 2.0949 -4.0453 0.53 -0.13 -0.29
H -1.1026 2.9179 2.1553 -0.05 0.13 0.10
H -2.3982 -7.4061 1.5301 -0.03 -0.03 0.55
H -1.8978 -3.8859 4.5390 0.22 -0.12 -0.23
H -2.1255 -2.7315 -2.5119 0.11 0.05 0.51
O -3.4341 4.8061 -3.0342 0.37 1.04 0.97
C 1.6632 -2.2151 -3.0951 0.39 0.23 1.00
C -0.9383 -4.2995 -1.3154 -0.48 1.13 -1.29
F -0.3100 -1.7114 2.8492 0.95 -3.22 2.34
H 4.3397 -4.0715 -1.0708 0.03 0.48 -0.18
N -3.9855 4.3760 2.6762 -1.11 0.97 0.21
H -2.2597 -5.8078 0.8973 -0.41 0.51 0.29
C -1.5541 -5.9050 -2.7066 -1.62 -1.18 -2.14
H 1.8378 7.7318 0.2251 0.07 -0.09 -0.11
C -0.7883 -5.6805 -1.6432 1.05 1.36 1.45
C 0.1775 1.6074 -0.3722 -1.00 0.50 -1.73
C -2.4786 1.1667 8.0480 -0.30 0.77 0.66
H -0.4894 5.4135 -1.0170 0.00 -0.28 0.08
H -0.3391 -3.7504 -0.6041 -0.28 0.04 0.09
H -0.0663 -6.2952 -1.1262 -0.31 -0.41 -0.22
H 4.3576 -5.3488 2.3428 -0.14 0.04 0.15
C -1.4220 1.0331 5.5409 0.19 0.27 0.29
C 3.3870 -3.8148 -1.5339 -0.88 0.24 -0.46
H 2.8170 3.7781 -0.8605 0.12 -0.48 0.42
C -4.3316 3.1134 2.9750 1.27 -2.46 -0.43
H -0.8458 2.2682 -8.0160 -0.05 -0.27 -0.56
C 3.4519 1.4236 -3.7257 0.59 -0.55 0.98
H -1.7690 2.0307 5.2717 0.07 -0.03 -0.13
H 2.3403 3.6482 1.6770 0.07 0.07 -0.14
H 4.9135 2.6546 -2.6472 0.15 0.10 -0.69
C -2.1079 3.1808 2.4496 -1.38 0.32 -0.99
C -3.1780 2.2914 2.7364 -1.85 1.49 1.02
H 2.5664 -3.7814 1.6331 -0.12 0.32 0.31
H 1.5685 -1.4558 -3.8714 -0.05 0.12 0.17
H 0.9590 2.1593 0.1502 -0.12 -0.51 0.32
H -0.2705 0.5157 -8.3960 0.24 0.62 -0.42
H 3.0388 -4.6758 -2.1045 0.19 0.09 -0.42
H -5.3212 2.8341 3.3053 0.10 0.11 -0.12
H -1.6542 -6.8304 -3.2543 -0.17 0.06 -0.01
H 1.1192 -1.9890 -2.1780 0.01 0.38 -0.11
H 3.6031 1.7660 -4.7494 0.29 0.35 0.18
O -0.2517 2.5477 7.4559 -0.44 -0.72 -0.32
C 2.8593 -6.9248 1.9389 0.87 -0.25 0.08
H -1.4985 1.9492 -5.1093 0.01 -0.07 -0.13
C -1.5729 -4.4691 3.6773 -0.02 -1.48 -1.00
H 2.4165 1.0888 -3.6617 -0.04 0.01 0.24
C -0.7164 1.2314 -7.7053 0.44 0.13 0.77
N 2.3805 -4.7639 1.7752 1.43 0.44 -0.45
H -4.3450 6.8151 -1.3585 -0.20 -0.16 0.82
C 1.5748 -6.7370 1.4557 -1.91 -2.08 -0.90
H -0.3393 3.2565 -5.4131 0.01 0.12 0.22
C -2.0401 -6.4076 1.7805 0.65 0.26 -0.42
O 0.3380 -0.2412 -5.8962 0.67 0.96 0.18
C -0.0790 -0.8759 1.8800 0.82 -1.52 0.16
H -0.5770 4.5498 -2.6110 -0.45 -0.19 0.26
H 1.2925 0.5636 -1.8265 0.43 -0.38 0.28
O 1.5387 -0.2800 0.0492 -0.52 0.82 -1.05
H 4.1182 0.5904 -3.5023 -0.28 -0.53 -0.60
C 3.3666 -5.6782 2.0676 0.67 1.28 0.60
F -0.0965 0.2415 2.4859 0.95 4.28 0.62
H -3.2235 1.2136 2.7877 0.33 0.08 0.17
H -2.2431 0.3240 5.4353 0.05 -0.06 0.27
H 2.6055 -3.6877 -0.7848 0.20 0.38 0.20
H -1.6487 0.7417 -7.4241 -0.02 0.37 0.53
H 0.9320 -7.5648 1.1951 -0.24 0.13 0.04
H -0.1600 -0.2915 -1.4423 -0.04 -0.63 0.78
C -1.7964 -3.7269 -2.2525 -0.40 -1.63 -0.57
S -0.8165 1.1715 7.2621 -0.75 0.19 0.18
S -2.8299 5.0985 -1.6762 0.70 -2.12 -0.41
H -0.8042 1.5924 0.1013 0.34 -0.32 0.68
N -2.2606 -4.7771 -3.0979 1.94 0.86 1.83
H 1.2098 -3.1418 -3.4468 0.69 -0.30 -0.14
C 2.0429 6.6727 0.2744 -0.18 -0.76 -0.04
H -3.1860 1.9103 7.6810 0.20 -0.03 -0.95
O 3.6440 1.9939 -1.2434 -0.48 -1.12 0.95
Be 4.0993 0.1510 0.5040 -3.49 -0.63 -2.62
S 0.4877 1.2113 -6.3217 -1.49 -1.57 0.79
S -2.7251 -5.8554 3.3678 -0.95 0.00 -0.32
H -1.5492 -3.9495 2.7194 -0.17 0.52 0.27
C 2.2999 4.5502 1.0844 -0.60 1.52 -0.40
H -0.9533 -6.3907 1.8626 -0.06 -0.40 0.19
H 0.8734 -2.0486 0.3448 -0.55 -1.01 0.69
O -2.4488 -6.9758 4.3061 0.30 0.25 0.11
N 2.4916 4.5491 -0.2950 -0.19 0.91 1.14
C 3.8601 2.3784 -2.6023 0.23 -0.06 1.04
H 3.3688 -7.8548 2.1439 -0.11 0.10 -0.06
F -1.1806 -0.9863 1.2005 -2.08 0.44 -3.06
O 2.4237 -1.5055 1.6649 -1.75 1.02 -0.77
C 2.3499 5.8264 -0.7743 -0.07 -0.20 0.24
H -0.5939 0.7084 4.9110 -0.02 0.19 0.06
H -2.9860 0.2043 8.1145 0.40 -0.16 -0.26
C 1.2944 -5.4210 1.3101 -0.29 0.56 0.20
C 0.6463 0.2883 -0.9930 0.99 1.65 1.65
C -0.4445 2.2250 -5.0768 -0.30 -0.17 -0.93
H -2.7985 -4.6434 -3.9422 0.18 -0.20 0.29
H 1.6898 6.3083 2.4072 0.18 -0.53 0.18
C -2.7065 4.4415 2.3300 2.91 -0.48 -0.40
H -0.6217 -4.9965 3.7490 0.26 0.40 0.59
H -0.0383 2.2563 -1.2210 -0.04 0.33 -0.34
C 1.9706 5.8722 1.4599 0.51 -0.80 -1.20
H -2.2410 5.3194 1.9068 -0.16 0.18 0.39
H -2.3733 1.5629 9.0579 0.63 -0.43 0.25
H 2.4427 5.9792 -1.8394 0.09 0.25 0.11
C 1.1458 -1.2456 1.0297 4.13 0.05 -1.12
S 3.4585 -2.3031 -2.6237 0.37 -0.90 0.83
C -1.0090 5.3188 -1.9706 -0.83 1.24 0.25
C -3.3077 6.7121 -1.0400 0.77 1.08 -1.47
```
Positions in Å, forces in eV/Å.

***

# 2
A 8-piece molecular cluster, C32H62Br6F9O18P3 overall, computed with the ωB97M-V functional and the def2-TZVPD basis.

Output
- HOMO level: -10.249 eV
- SMILES: CCOC(=O)C(F)(F)F.CCOC(=O)C(F)(F)F.CCOC(=O)C(F)(F)F.CCOP(=O)(OCC)OCC.CCOP(=O)(OCC)OCC.CCOP(=O)(OCC)OCC.BrC(Br)Br.BrC(Br)Br

The geometry in XYZ format:
```
130
Properties=species:S:1:pos:R:3:forces:R:3
C -2.7680 -7.0524 0.2340 -0.19 -0.67 -0.61
O 2.6881 -3.5069 -3.2467 -0.29 -0.21 0.09
C 3.4538 8.6925 3.2193 -0.51 -0.21 -0.90
H -7.0420 -9.8121 -1.4884 0.08 -0.19 0.16
H -1.6769 -2.6150 -1.7986 0.01 -0.05 0.37
C -0.0242 5.5036 1.2855 0.34 -0.15 -0.36
F 0.0477 0.5754 2.8662 -0.40 0.38 0.96
O -4.1265 -9.5852 0.0870 -0.22 -0.30 -0.04
H 4.7612 8.4320 4.8347 0.48 0.03 -0.25
H 4.9514 1.5769 2.5387 0.00 -0.15 0.11
C 4.3725 -3.0946 -6.6876 -0.35 -0.10 -0.89
H 3.3115 6.5897 -1.9807 0.08 -0.04 -0.01
C 4.8635 8.4550 3.7417 -0.58 0.21 -0.61
H 5.9103 -2.4534 -5.3007 -0.02 -0.41 -0.15
H 0.7609 -9.2096 2.7680 -0.07 0.39 0.29
C 3.8893 8.5185 -2.7994 -0.11 -0.05 0.34
H -6.1910 4.3967 3.4328 0.03 0.11 0.06
H 2.8357 -0.3496 -0.0422 0.37 0.12 -0.02
H 4.1804 1.9392 4.0589 -0.17 -0.17 0.13
O 1.2346 7.6034 1.2063 0.41 0.09 -0.13
H 4.3447 -1.2963 0.2722 -0.30 0.01 0.08
H 3.3736 -3.5475 -6.7275 0.29 -0.17 0.34
H 2.7455 7.9265 3.5410 0.17 -0.09 0.09
O 4.1260 -1.8878 -4.6280 -0.18 0.10 0.11
H 5.2995 7.5382 3.3461 -0.27 -0.20 0.22
P -2.5484 -9.6903 0.0445 -0.89 1.31 0.54
F -0.3626 -1.4807 2.5688 -0.47 -0.65 -0.33
H 4.7525 8.2423 -3.4020 -0.08 0.11 -0.22
H 0.8998 4.9233 1.3407 -0.05 0.05 0.23
H -0.1292 -0.8153 -2.6111 -0.02 -0.52 0.18
C -4.9185 -9.7536 -1.1083 0.43 0.34 -0.10
C -6.3508 -9.5813 -0.6727 -0.11 0.33 -0.31
H 4.2420 -2.1340 -7.1895 0.28 0.12 0.10
H -4.5905 -9.0058 -1.8424 -0.22 0.01 0.08
O 2.9109 -0.9348 -2.7218 0.14 -0.59 -0.56
C 3.7547 7.5335 -1.6657 -0.52 0.38 0.98
H -6.5572 -8.5482 -0.3785 0.16 -0.08 0.04
H 5.6667 1.0237 4.0675 0.19 -0.07 -0.06
H 4.8381 -1.4633 -2.1539 0.00 -0.05 0.36
H 0.9808 -1.1807 -1.2846 -0.14 -0.05 -0.04
C -3.4002 1.6836 -5.1595 0.23 0.68 -0.42
O -2.0056 -10.7524 -0.7808 0.61 -0.20 -0.41
H -3.3720 3.2812 3.0082 0.20 0.12 -0.10
H -3.4878 0.9269 -4.3932 -0.01 -0.02 -0.01
H 0.9589 -0.5813 -6.2601 0.23 0.10 -0.07
C 4.0446 -0.8053 -1.7926 -1.01 -0.31 -0.82
H -0.7656 -8.1726 2.8089 0.52 -0.09 0.04
P 2.7986 -2.1578 -3.7848 0.61 1.62 0.16
O -2.0939 -8.2011 -0.3747 -0.03 -0.32 0.18
H 1.3228 1.6366 -5.4190 0.26 0.16 0.33
F -3.2757 5.5769 6.9896 0.06 -0.70 0.28
O -2.3137 -9.7759 1.6079 0.01 -0.04 -0.30
H -3.8421 -7.2579 0.1606 0.17 0.14 0.39
O 3.3873 8.7547 1.7403 -0.18 0.12 0.04
C -4.2808 3.7498 2.6395 -0.19 0.16 -0.37
H -0.0751 -3.3072 -1.9559 0.06 0.08 0.09
H 2.9721 8.5292 -3.3884 0.14 -0.03 -0.16
C -3.8136 6.5189 6.2383 -0.48 -0.53 -0.74
C -2.1356 1.6667 -0.2091 0.61 -1.36 -0.50
Br -1.6057 1.4262 -5.9972 -1.50 0.17 0.26
H 4.2674 -0.7466 2.5927 0.05 0.04 -0.02
H 3.0450 9.6554 3.5416 0.24 -0.13 -0.02
F -2.8495 7.4242 6.0370 -0.57 0.01 -0.46
C -4.4437 5.9344 4.8514 -0.03 0.55 0.69
O -4.7111 4.6328 4.9185 0.33 0.25 -0.05
C -0.6641 -2.5825 -1.3846 -0.04 0.19 -0.70
C -4.6565 -1.3345 2.0478 0.20 0.42 -0.42
H -0.5902 -10.8290 1.3163 0.27 -0.28 0.43
C -1.7070 0.4899 -1.2214 1.45 1.34 4.06
C 0.2506 -0.6359 3.3726 1.05 -0.27 0.00
F -1.4490 1.4988 0.9149 -0.27 0.55 0.37
H 4.8714 -3.7904 -4.6684 0.21 -0.13 -0.32
H 2.1105 0.9967 -3.8993 0.06 0.27 -0.19
Br -3.2059 -2.2654 1.0869 -0.85 0.60 0.42
H 4.0191 9.5201 -2.3865 0.20 -0.06 -0.08
H -6.5191 -10.2140 0.1929 -0.24 -0.17 -0.03
C 4.9155 -2.9070 -5.3089 -0.54 0.65 0.89
O 2.5519 0.1076 3.3763 -0.03 -0.07 0.11
C 1.6950 -0.4194 -5.4705 -0.24 -0.89 0.42
Br -4.9164 1.4483 -6.4287 1.16 0.26 0.83
H -4.7113 -10.7251 -1.5587 -0.07 -0.11 0.22
F -3.4504 1.6010 0.0566 0.40 0.11 -0.22
C 4.7352 1.1659 3.5293 -0.15 0.32 -0.28
H -0.3916 5.7470 2.2804 0.03 -0.15 0.07
Br -3.4316 3.4383 -4.2214 -0.11 -1.08 -0.68
H -0.6623 7.3901 0.4955 0.09 0.15 -0.11
H -1.2276 -10.6304 3.0374 0.47 -0.22 -0.36
H 0.1323 -8.5272 1.2796 -0.15 0.19 0.26
O 2.8304 8.1499 -0.6913 0.04 -0.49 1.12
H -5.5467 2.9447 4.2333 0.07 0.07 -0.24
H -1.3549 -5.6769 -0.6373 -0.12 0.21 0.33
C -2.4360 -5.8310 -0.5717 0.22 0.18 -0.92
Br -3.9752 0.2484 3.0079 -0.35 -0.84 -0.48
H 2.7139 -0.4253 -5.8601 -0.19 0.30 -0.22
H 2.8769 -2.0192 -0.4813 0.36 -0.30 0.08
H 0.3938 0.7832 -4.2175 -0.12 -0.19 0.06
C 3.9850 -0.1431 3.4539 -0.30 -0.38 0.32
F -4.8076 7.0903 6.9468 0.24 0.00 -0.38
H 4.1243 -0.7625 4.3453 0.16 0.13 -0.08
C -5.2830 3.8894 3.7547 0.16 0.71 0.67
H 0.5815 6.6038 -0.5003 -0.05 -0.03 0.05
C 3.5068 -1.1328 -0.4138 0.15 0.09 -0.05
P 2.7898 7.5926 0.8367 0.39 -0.34 -0.47
H -4.0866 4.7019 2.1327 0.19 -0.05 0.45
H 5.0511 -3.6860 -7.3048 -0.04 -0.09 0.07
O -2.2829 0.3257 -2.2077 -1.99 -0.68 -3.86
H 5.5109 9.2555 3.3801 -0.01 0.15 0.42
H -0.7557 4.8735 0.7618 0.03 0.31 0.10
H 4.3795 0.2243 -1.9098 0.04 0.00 0.17
Br -6.1802 -0.9025 0.8605 0.94 -0.16 0.62
O 1.5807 -1.6694 -4.6862 0.44 0.17 0.41
C 0.2419 6.7851 0.5223 0.20 0.04 0.09
H -2.4552 -6.9544 1.2789 -0.09 -0.10 -0.16
C -0.9931 -10.1587 2.0753 -0.80 0.42 0.17
H -2.7644 -5.8967 -1.6239 -0.05 -0.33 0.43
C 1.3720 0.8295 -4.6801 0.21 -0.24 -0.20
H -0.6187 -2.8575 -0.3348 -0.17 -0.07 0.10
H -4.6888 3.1197 1.8496 -0.11 -0.25 0.16
O -4.6937 6.7064 3.9712 0.13 -0.39 -0.01
C 1.7868 -0.9844 3.3406 -1.94 4.02 0.18
O 2.0887 -2.0893 3.2205 1.76 -4.01 -0.19
F -1.8614 2.8784 -0.7114 -0.13 -0.23 0.01
C -0.0604 -1.2170 -1.5913 -0.06 0.91 0.05
C -0.1603 -8.9085 2.2656 0.10 -0.50 -0.54
O 3.5176 6.3167 1.0052 -0.58 0.28 -0.17
O -0.6822 -0.1827 -0.7273 0.10 -0.23 -0.16
H -2.9613 -4.9665 -0.1678 0.25 0.10 0.22
H 4.6801 7.3289 -1.1286 0.10 0.00 -0.25
H -5.0294 -2.0057 2.8062 -0.01 -0.06 -0.05
F -0.2670 -0.8318 4.6169 0.31 0.87 -0.81
```
Positions in Å, forces in eV/Å.

***

Q: Look up the HOMO level of the second one.
A: -10.249 eV